Molecular formula: C6H18KO8P2
Method: DFT, ωB97M-V with the def2-TZVPD basis set

Values from the calculation:
- lowest unoccupied orbital energy (spin up / spin down) (Eh) = -0.2203 / -0.4820
- E (eV) = -57782.130
- 2S+1 = 2
- charge = +2
- HOMO level (spin up / spin down) (eV) = -15.18 / -15.18
- frontier orbital gap (spin up / spin down) (eV) = 9.1839 / 2.0628
- strongest force on any atom (eV/Å) = 3.35

Last column: natural (NBO) charge in e.
Element x y z (Å)
1 K 0.99 0.80 -1.28  0.99
2 C 2.61 2.94 2.60  -0.26
3 O 1.26 3.03 3.03  -0.78
4 P 0.03 3.35 1.98  2.53
5 O 0.17 2.63 0.62  -1.18
6 O -1.36 3.03 2.84  -0.79
7 C -1.69 1.80 3.48  -0.25
8 O 0.09 5.04 1.97  -0.77
9 C -0.91 5.81 1.25  -0.27
10 H 2.99 2.23 3.34  0.20
11 H 3.28 3.80 2.73  0.21
12 H 2.83 2.59 1.59  0.17
13 H -2.27 1.12 2.85  0.18
14 H -2.23 1.89 4.42  0.22
15 H -0.81 1.22 3.77  0.18
16 H -1.55 6.54 1.74  0.22
17 H -1.53 5.23 0.57  0.19
18 H -0.35 6.55 0.67  0.20
19 C 1.81 -3.24 -0.83  -0.29
20 O 0.60 -3.86 -1.10  -0.74
21 P -0.54 -3.07 -1.85  2.55
22 O -0.61 -1.67 -1.49  -1.07
23 O -0.25 -3.39 -3.41  -0.69
24 C 0.02 -2.34 -4.34  -0.26
25 O -1.88 -3.99 -1.59  -0.43
26 C -1.87 -5.34 -1.81  -0.28
27 H 2.40 -3.62 0.00  0.25
28 H 1.77 -2.19 -0.55  0.18
29 H 2.53 -3.38 -1.64  0.22
30 H 0.79 -2.80 -4.97  0.25
31 H 0.37 -1.43 -3.87  0.19
32 H -0.84 -2.18 -4.99  0.25
33 H -2.29 -5.93 -1.00  0.32
34 H -0.94 -5.81 -2.14  0.24
35 H -2.64 -5.40 -2.58  0.32

=====

Molecular formula: C43H55N7OPbSiTe
Method: DFT, ωB97M-V with the def2-TZVPD basis set

Values from the calculation:
- lowest unoccupied orbital energy (Eh) = 0.0140
- E (eV) = -78381.597
- charge = 0
- HOMO level (eV) = -6.89
- frontier orbital gap (eV) = 7.2667
- strongest force on any atom (eV/Å) = 1.28

Last column: Mulliken charge in e.
Element x y z (Å)
1 Pb -0.31 0.34 -0.49  1.04
2 C 0.53 2.83 1.61  -0.71
3 N -0.44 2.30 2.55  1.10
4 C -1.25 3.33 3.17  -1.30
5 C -0.60 0.99 2.83  -1.12
6 N -0.35 0.03 1.97  1.42
7 C 0.12 -1.21 2.43  -0.41
8 C 0.96 -1.18 3.53  0.08
9 C 1.58 -2.32 4.05  -1.32
10 C 1.36 -3.53 3.46  -1.19
11 C 0.53 -3.62 2.32  2.05
12 C 0.42 -4.89 1.70  -1.05
13 C -0.32 -5.05 0.57  -1.20
14 C -0.99 -3.94 0.04  -0.32
15 C -0.94 -2.69 0.61  0.28
16 N -1.65 -1.68 -0.08  0.88
17 C -2.87 -1.95 -0.50  -0.59
18 N -3.75 -2.71 0.22  0.47
19 C -4.56 -3.74 -0.41  -1.21
20 C -3.62 -2.85 1.66  -0.85
21 N -3.35 -1.46 -1.66  0.48
22 C -4.74 -1.08 -1.84  -1.19
23 C -2.49 -1.09 -2.77  -1.21
24 C -0.12 -2.46 1.77  -0.86
25 N -1.19 0.74 4.06  0.69
26 C -2.04 -0.41 4.25  -0.85
27 C -0.64 1.30 5.27  -1.20
28 H 1.14 3.58 2.13  0.43
29 H 0.03 3.32 0.78  0.06
30 H 1.19 2.05 1.23  -0.14
31 H -1.65 3.98 2.39  0.50
32 H -0.66 3.95 3.86  0.33
33 H -2.09 2.89 3.70  0.31
34 H 1.20 -0.23 3.98  0.76
35 H 2.24 -2.24 4.90  0.40
36 H 1.85 -4.42 3.82  0.37
37 H 0.94 -5.72 2.15  0.40
38 H -0.37 -6.00 0.06  0.39
39 H -1.58 -4.07 -0.87  0.60
40 H -4.44 -3.71 -1.49  0.39
41 H -5.62 -3.61 -0.16  0.34
42 H -4.24 -4.72 -0.05  0.38
43 H -3.08 -1.98 2.04  0.03
44 H -3.08 -3.75 1.95  0.29
45 H -4.62 -2.87 2.10  0.50
46 H -5.28 -1.19 -0.90  0.35
47 H -5.22 -1.68 -2.61  0.31
48 H -4.78 -0.03 -2.12  0.39
49 H -1.47 -1.43 -2.58  0.25
50 H -2.48 -0.01 -2.92  0.27
51 H -2.86 -1.57 -3.68  0.47
52 H -2.51 -0.67 3.31  -0.11
53 H -2.81 -0.14 4.97  0.46
54 H -1.49 -1.28 4.63  0.16
55 H 0.10 2.07 5.05  0.33
56 H -0.15 0.51 5.85  0.39
57 H -1.43 1.74 5.89  0.29
58 C 3.28 -1.74 -1.82  -1.56
59 C 3.96 -1.47 -0.47  2.59
60 C 5.44 -1.86 -0.59  -1.94
61 C 3.30 -2.35 0.59  -2.11
62 Si 3.66 0.37 0.01  -1.45
63 O 2.12 0.73 0.07  0.10
64 C 4.51 1.45 -1.31  0.95
65 C 3.69 2.24 -2.12  -0.59
66 C 4.19 2.99 -3.18  -0.64
67 C 5.55 2.98 -3.44  -0.47
68 C 6.40 2.24 -2.63  -0.85
69 C 5.88 1.49 -1.58  -0.28
70 C 4.50 0.66 1.69  0.30
71 C 5.88 0.59 1.91  -0.49
72 C 6.42 0.77 3.18  -0.95
73 C 5.60 1.03 4.26  -0.67
74 C 4.23 1.11 4.07  -0.59
75 C 3.70 0.93 2.80  0.92
76 H 3.38 -2.79 -2.10  0.49
77 H 3.73 -1.13 -2.61  0.33
78 H 2.22 -1.50 -1.76  -0.04
79 H 5.53 -2.91 -0.87  0.51
80 H 5.95 -1.72 0.36  0.38
81 H 5.95 -1.27 -1.35  0.34
82 H 3.40 -3.41 0.34  0.63
83 H 2.24 -2.10 0.67  0.21
84 H 3.76 -2.19 1.57  0.38
85 H 2.63 2.26 -1.89  0.66
86 H 3.52 3.58 -3.79  0.44
87 H 5.96 3.56 -4.27  0.38
88 H 7.47 2.26 -2.81  0.42
89 H 6.58 0.92 -0.97  0.10
90 H 6.55 0.38 1.09  0.07
91 H 7.50 0.71 3.31  0.44
92 H 6.02 1.17 5.25  0.37
93 H 3.58 1.32 4.91  0.42
94 H 2.62 0.99 2.65  0.04
95 Te -2.92 1.51 0.05  -0.37
96 C -3.09 3.63 -0.03  0.27
97 C -2.53 4.40 -1.04  -0.25
98 C -2.79 5.76 -1.13  -0.56
99 C -3.60 6.37 -0.19  -0.51
100 C -4.14 5.62 0.85  -0.52
101 C -3.89 4.26 0.92  -0.48
102 H -1.89 3.92 -1.78  0.40
103 H -2.37 6.34 -1.94  0.38
104 H -3.79 7.44 -0.25  0.36
105 H -4.77 6.10 1.60  0.37
106 H -4.33 3.67 1.72  0.35
107 N 1.52 0.58 -3.70  -0.03
108 C 0.47 0.54 -3.21  -0.37
109 H 2.47 0.66 -3.99  0.30

=====

Molecular formula: C6H9N
Method: DFT, ωB97M-V with the def2-TZVPD basis set

Values from the calculation:
- lowest unoccupied orbital energy (Eh) = 0.0381
- E (eV) = -7858.123
- charge = 0
- HOMO level (eV) = -7.67
- frontier orbital gap (eV) = 8.7052
- strongest force on any atom (eV/Å) = 0.26

Last column: natural (NBO) charge in e.
Element x y z (Å)
1 C -2.53 -0.36 0.00  -0.64
2 C -1.12 0.15 0.03  0.12
3 C -0.62 1.42 0.23  -0.29
4 C 0.80 1.34 0.17  -0.31
5 C 1.14 0.03 -0.07  0.12
6 C 2.46 -0.67 -0.12  -0.64
7 N -0.04 -0.68 -0.16  -0.51
8 H -2.60 -1.35 0.47  0.21
9 H -3.18 0.32 0.56  0.23
10 H -2.93 -0.44 -1.02  0.22
11 H -1.21 2.30 0.43  0.22
12 H 1.51 2.15 0.30  0.22
13 H 2.42 -1.58 -0.74  0.21
14 H 3.23 -0.01 -0.54  0.23
15 H 2.78 -0.97 0.88  0.22
16 H -0.11 -1.65 -0.42  0.40

=====

Molecular formula: C6H8N2S
Method: DFT, ωB97M-V with the def2-TZVPD basis set

Values from the calculation:
- lowest unoccupied orbital energy (spin up / spin down) (Eh) = -0.0033 / -0.0746
- E (eV) = -20163.296
- charge = 0
- HOMO level (spin up / spin down) (eV) = -9.07 / -7.36
- frontier orbital gap (spin up / spin down) (eV) = 8.9762 / 5.3322
- strongest force on any atom (eV/Å) = 4.05

Last column: natural (NBO) charge in e.
Element x y z (Å)
1 C 0.47 0.74 -2.83  0.18
2 C -0.05 -0.71 0.64  -0.09
3 C -0.51 -0.36 1.89  -0.19
4 C 0.42 0.28 -0.43  -0.50
5 C 0.50 -0.21 -1.83  0.07
6 C -0.52 1.11 2.34  -0.65
7 N 0.55 1.61 -3.57  -0.30
8 N 0.34 -1.53 -2.03  -0.75
9 S -1.03 -1.50 3.08  0.06
10 H -0.09 -1.69 0.21  0.19
11 H -0.41 1.06 -0.46  0.26
12 H 1.39 0.82 0.01  0.25
13 H 0.21 1.56 1.83  0.20
14 H -0.42 1.30 3.40  0.23
15 H -1.39 1.59 2.11  0.22
16 H 0.13 -1.75 -3.00  0.40
17 H 0.41 -2.32 -1.40  0.41